No. 1
One molecule with the formula C7H12 in a non-equilibrium geometry. Source: the OMol25 dataset; level of theory: wB97M-V/def2-TZVPD.

```
19
C7H12 (wB97M-V/def2-TZVPD)
H -2.926 1.914 -0.012
C 2.840 -0.408 0.042
H -4.123 0.760 -0.626
H 0.461 -0.421 -1.536
H 0.060 -1.760 -0.453
H -1.880 0.359 -1.694
C 4.086 -0.218 0.748
C 0.320 -0.697 -0.486
C -3.197 0.853 -0.051
H 4.582 0.754 0.608
H -2.360 -1.025 -0.725
H 4.812 -1.041 0.712
C -0.778 0.150 0.139
H 3.337 -0.277 1.582
C -2.069 0.033 -0.662
H -0.457 1.199 0.178
H -0.946 -0.162 1.179
H -3.400 0.525 0.975
C 1.638 -0.539 0.083
```

Orbital gap = 9.7 eV
SMILES = CC#CCCCC
Total charge = 0
Highest occupied orbital energy = -8.84 eV

No. 2
One molecule with the formula C7H12 in a non-equilibrium geometry. Source: the OMol25 dataset; level of theory: wB97M-V/def2-TZVPD.

```
19
C7H12 (wB97M-V/def2-TZVPD)
H -0.774 -0.888 2.780
C 0.326 2.681 0.318
H 0.223 0.066 -2.526
H -0.988 -2.265 -1.000
H 1.235 -0.256 1.214
H -1.809 -0.157 1.570
H 1.014 2.814 1.129
H 0.820 1.869 -1.482
H -0.328 -2.397 -2.628
C -0.775 -0.133 1.979
C 0.057 -0.534 -1.626
C 0.041 0.113 -0.430
C 0.223 -0.573 0.917
H 0.466 -1.624 0.748
H -0.484 0.831 2.347
C -0.105 -2.053 -1.608
H -0.391 3.433 0.066
C 0.387 1.558 -0.496
H 0.862 -2.486 -1.272
```

Orbital gap = 7.2 eV
SMILES = C=C/C(=C/C)CC
Total charge = 0
Highest occupied orbital energy = -7.11 eV

No. 3
One molecule with the formula C7H12. Source: the OMol25 dataset; level of theory: wB97M-V/def2-TZVPD.

```
19
C7H12 (wB97M-V/def2-TZVPD)
H -2.473 1.950 -0.342
H -1.378 2.685 -1.522
H -1.188 -1.860 0.577
H 0.519 1.325 -0.645
H 0.904 -2.676 -0.521
C 2.131 -0.952 -0.002
C -0.549 -1.122 0.077
H -1.591 0.309 1.327
C -1.565 1.781 -0.933
H -0.184 2.315 0.629
H 2.170 0.134 0.089
C 1.690 -1.673 1.235
H 2.979 -1.366 -0.543
C -0.379 1.457 -0.026
C 0.853 -1.714 -0.005
H -0.953 -0.991 -0.936
C -0.611 0.214 0.843
H 0.120 0.191 1.666
H -1.775 0.968 -1.638
```

Orbital gap = 8.6 eV
Total charge = 0
Highest occupied orbital energy = -8.89 eV

No. 4
A 2-piece molecular cluster, C7H12 overall in a non-equilibrium geometry. Source: the OMol25 dataset; level of theory: wB97M-V/def2-TZVPD.

```
19
C7H12 (wB97M-V/def2-TZVPD)
C -0.009 1.170 -1.252
C 1.534 -1.071 3.425
H -0.527 2.088 -1.392
H -2.723 -0.482 -0.109
H -2.430 1.107 -0.875
H -0.704 0.528 -3.104
H 0.111 -1.372 1.042
C 0.280 0.710 -2.612
H 1.840 -1.943 4.031
H 0.800 -0.293 -2.775
H 0.931 1.521 -3.171
H 1.612 -0.393 4.225
H 0.927 1.420 -0.768
C 2.453 -0.905 2.333
C -2.092 0.080 -0.683
C -0.617 0.122 -0.300
H 0.581 -1.298 3.088
H -2.194 -0.438 -1.592
C 0.227 -0.549 0.488
```

Orbital gap (alpha / beta) = 8.9 / 7.4 eV
Total charge = 0
Highest occupied orbital energy (alpha / beta) = -8.77 / -7.99 eV

No. 5
One molecule with the formula C7H12BN in a non-equilibrium geometry. Source: the OMol25 dataset; level of theory: wB97M-V/def2-TZVPD.

```
21
C7H12BN (wB97M-V/def2-TZVPD)
C 1.261 -0.903 0.086
H -2.502 1.394 -1.414
H -0.504 -2.531 1.172
N -0.227 -0.842 -0.016
H -1.767 2.172 0.110
H 1.596 -1.924 0.176
C 1.494 1.252 0.663
H 1.413 -0.519 -2.035
H -1.325 -1.105 1.716
H -1.978 -1.834 0.213
H 2.026 -0.332 2.099
H 1.569 2.159 1.263
C 1.017 1.204 -0.711
C 1.599 0.002 1.167
H -2.646 0.525 0.036
C 1.688 -0.167 -1.117
C -1.954 1.200 -0.426
H 1.354 2.071 -1.360
B -0.506 0.562 -0.550
C -1.047 -1.642 0.795
H 2.796 -0.056 -1.055
```

Orbital gap = 8.9 eV
SMILES = CB1[C@H]2C=C[C@H](C2)N1C
Total charge = 0
Highest occupied orbital energy = -8.16 eV

No. 6
One molecule with the formula C7H12BNO in a non-equilibrium geometry. Source: the OMol25 dataset; level of theory: wB97M-V/def2-TZVPD.

```
22
C7H12BNO (wB97M-V/def2-TZVPD)
H 2.336 1.482 -1.408
H 0.855 -1.802 1.331
H 0.538 0.544 2.172
H 0.027 -3.416 1.114
H -1.553 -1.006 -2.281
C 1.273 1.046 1.550
H 1.023 2.598 -1.753
C -1.448 0.814 -1.199
H 1.538 1.985 2.031
H -3.138 -0.352 -1.861
C 1.617 2.162 -0.953
C -0.005 -2.340 0.956
C -0.981 -1.750 0.372
C -2.229 -1.492 -0.275
C -2.137 -0.551 -1.478
N -0.448 0.764 -0.354
H 2.177 0.438 1.525
B 0.724 1.318 0.077
H -2.636 -2.439 -0.657
O -1.874 1.794 -1.791
H -2.934 -1.094 0.465
H 2.178 2.950 -0.461
```

Orbital gap (alpha / beta) = 6.3 / 8.0 eV
Total charge = 0
Highest occupied orbital energy (alpha / beta) = -8.09 / -8.90 eV

One value per record, in order, for relative energy (zero: lowest compared OMol25 entry of this formula, charge and spin): 60.1, 96.5, 99.4, 217.3, 29.4, 56.0 kcal/mol.